The following is a DFT calculation (ωB97M-V with the def2-TZVPD basis set) of C4H9N2 as an isolated structure.

Last column: Mulliken charge in e.
Cartesian coordinates (Å):
1 C -2.252 -0.094 -0.248  -0.46
2 C -1.173 -1.103 0.017  -0.44
3 C -0.423 0.333 0.500  -0.20
4 C 2.004 0.068 0.013  -0.82
5 N -1.661 0.995 0.067  -0.28
6 N 0.751 0.802 -0.261  -0.15
7 H -3.268 -0.196 -0.588  0.46
8 H -1.359 -1.805 0.823  0.30
9 H -0.734 -1.591 -0.844  0.28
10 H -0.240 0.391 1.572  0.47
11 H 2.323 0.241 1.040  0.35
12 H 1.846 -1.000 -0.130  0.35
13 H 2.792 0.399 -0.662  0.35
14 H 0.526 0.760 -1.267  0.42
15 H 0.868 1.802 -0.032  0.38

As for the total energy: -7261.2231 eV. As for the total charge: +1. As for the expectation value of S²: 2.006. Its LUMO energy (spin up / spin down) is -3.4 / -7.1 eV. Its largest force on an atom is 8.22 eV/Å. For the orbital gap (spin up / spin down), the calculation gives 6.53 / 8.39 eV. The spin multiplicity is 3.


The following is a DFT calculation (ωB97M-V with the def2-TZVPD basis set) of C32H44BrN3P2PdS as an isolated structure.

Last column: Mulliken charge in e.
Cartesian coordinates (Å):
1 C 4.422 -2.942 -5.427  -0.29
2 C 4.318 -1.718 -4.721  0.58
3 C 5.371 -0.843 -5.025  -0.48
4 C 6.409 -1.173 -5.910  -0.32
5 N 6.445 -2.334 -6.532  -0.53
6 C 5.492 -3.215 -6.306  -0.30
7 C 3.318 -1.339 -3.724  0.12
8 C 2.449 -1.200 -2.859  -0.76
9 C 1.608 -1.455 -1.711  0.65
10 C 0.286 -1.929 -1.657  -0.56
11 C -0.479 -1.660 -0.475  -0.65
12 C 0.271 -1.133 0.513  0.66
13 C 1.566 -0.958 0.764  0.35
14 C 2.267 -1.058 -0.524  -1.38
15 Pd 1.631 1.153 -1.319  -0.08
16 P -2.359 0.755 -0.241  0.95
17 H 5.371 0.101 -4.522  0.42
18 H 3.660 -3.693 -5.252  0.39
19 H 7.216 -0.460 -6.084  0.35
20 H 5.555 -4.179 -6.815  0.37
21 H 3.357 -0.893 -0.585  0.50
22 H -0.087 -2.533 -2.494  0.57
23 H 2.200 -1.149 1.641  0.66
24 H -1.444 -2.146 -0.395  0.70
25 C -3.789 1.599 0.796  -0.88
26 C -4.396 2.929 0.462  -1.41
27 H -3.352 1.584 1.796  0.45
28 H -4.552 0.827 0.784  0.68
29 H -5.177 3.117 1.207  0.43
30 H -3.685 3.758 0.505  0.26
31 H -4.893 2.932 -0.511  0.30
32 C -1.703 2.162 -1.325  0.47
33 C -1.732 2.080 -2.876  -1.50
34 H -0.591 2.334 -1.099  -0.70
35 H -2.192 3.085 -0.968  0.37
36 H -0.966 2.808 -3.198  0.45
37 H -1.392 1.090 -3.231  0.30
38 H -2.672 2.366 -3.395  0.33
39 C -3.475 -0.025 -1.508  -0.69
40 C -4.697 0.707 -2.105  -1.38
41 H -3.822 -0.932 -0.985  0.52
42 H -2.793 -0.319 -2.320  0.42
43 H -5.109 0.033 -2.880  0.42
44 H -5.493 0.886 -1.362  0.34
45 H -4.446 1.665 -2.594  0.24
46 Br -1.487 0.276 2.490  -0.18
47 P 0.801 1.986 1.624  1.44
48 C -0.206 3.552 1.385  0.21
49 C -0.327 4.959 1.963  -1.72
50 H -1.234 3.199 1.495  -0.07
51 H 0.065 3.750 0.352  0.26
52 H -0.938 5.468 1.206  0.43
53 H -0.943 5.080 2.852  0.40
54 H 0.572 5.566 2.076  0.38
55 C 0.838 1.622 3.622  -0.19
56 C 1.767 2.151 4.723  -1.53
57 H 1.129 0.546 3.650  0.03
58 H -0.163 1.831 4.027  0.42
59 H 1.478 1.669 5.681  0.40
60 H 2.804 1.815 4.580  0.33
61 H 1.760 3.239 4.931  0.36
62 C 2.626 2.160 1.276  0.01
63 C 3.644 3.307 0.980  -1.48
64 H 2.647 1.903 0.032  -0.20
65 H 3.184 1.310 1.696  0.47
66 H 4.498 2.802 0.482  0.41
67 H 3.391 4.094 0.247  0.31
68 H 4.069 3.831 1.837  0.38
69 N 0.981 -1.984 3.226  -0.11
70 C 0.124 -2.934 2.822  -0.10
71 N -0.874 -2.683 1.997  0.14
72 C -1.820 -3.675 2.105  -0.37
73 C -3.132 -3.598 1.659  -0.31
74 C -3.949 -4.698 1.834  -0.61
75 C -3.554 -5.848 2.509  -0.74
76 C -2.254 -5.884 3.015  -0.24
77 C -1.391 -4.806 2.840  0.49
78 S 0.249 -4.592 3.381  -0.22
79 H 1.823 -2.201 3.777  0.29
80 H 0.395 -1.129 3.300  -0.09
81 H -3.443 -2.654 1.225  0.40
82 H -4.937 -4.659 1.428  0.43
83 H -4.229 -6.703 2.621  0.39
84 H -1.879 -6.754 3.526  0.41

As for the total energy: -141276.8332 eV. As for the total charge: +2. As for the expectation value of S²: 2.022. Its LUMO energy (spin up / spin down) is -7.7 / -8.4 eV. Its largest force on an atom is 4.17 eV/Å. For the orbital gap (spin up / spin down), the calculation gives 5.40 / 4.70 eV. The spin multiplicity is 3.


The following is a DFT calculation (ωB97M-V with the def2-TZVPD basis set) of C20H54AsF9N6O12 as an isolated structure.

Last column: Mulliken charge in e.
Cartesian coordinates (Å):
1 C -11.457 5.777 7.350  -1.48
2 C -11.940 5.236 8.742  0.79
3 C -12.410 3.728 8.720  -0.60
4 O -11.233 2.997 8.389  -0.40
5 C -11.453 1.637 8.282  -0.76
6 N -10.827 5.468 9.764  0.14
7 H -9.932 5.096 9.482  0.41
8 H -10.689 6.442 9.994  0.34
9 H -11.099 4.945 10.584  0.01
10 H -10.626 5.208 6.933  0.38
11 H -11.292 6.850 7.441  0.45
12 H -12.335 5.831 6.706  0.32
13 H -12.806 5.729 9.185  -0.08
14 H -13.218 3.476 8.033  -0.16
15 H -12.667 3.387 9.722  0.68
16 H -10.599 1.064 7.921  0.29
17 H -12.315 1.392 7.662  0.24
18 H -11.562 1.247 9.294  0.33
19 C -14.297 8.325 10.164  -2.10
20 C -15.496 9.257 10.445  1.26
21 C -15.617 10.352 9.418  -0.87
22 O -15.441 10.093 7.991  -0.20
23 C -15.753 11.137 7.097  -0.77
24 N -16.780 8.381 10.291  1.14
25 H -16.762 7.672 11.010  0.02
26 H -17.620 8.936 10.205  -0.04
27 H -16.811 7.881 9.414  -0.05
28 H -13.306 8.775 10.225  0.53
29 H -14.334 7.843 9.187  0.42
30 H -14.240 7.562 10.940  0.69
31 H -15.307 9.598 11.463  -0.42
32 H -14.820 11.060 9.646  0.55
33 H -16.477 10.999 9.594  0.28
34 H -15.075 11.989 7.047  0.29
35 H -16.732 11.573 7.291  0.25
36 H -15.651 10.724 6.093  0.26
37 C -20.244 6.589 11.827  -1.35
38 C -21.067 6.360 10.555  0.39
39 C -21.066 7.561 9.639  -0.30
40 O -21.722 7.368 8.398  -0.44
41 C -21.787 8.482 7.516  -0.70
42 N -20.485 5.175 9.717  0.02
43 H -20.701 4.285 10.144  0.43
44 H -20.962 5.120 8.828  0.42
45 H -19.479 5.182 9.624  0.11
46 H -20.331 5.817 12.591  0.42
47 H -20.535 7.487 12.372  0.40
48 H -19.184 6.757 11.635  0.29
49 H -22.076 6.072 10.850  0.21
50 H -20.055 7.889 9.397  -0.13
51 H -21.559 8.425 10.084  0.50
52 H -22.275 9.382 7.891  0.30
53 H -22.285 8.074 6.636  0.28
54 H -20.838 8.903 7.184  0.28
55 C -12.537 8.575 15.672  -1.51
56 C -12.452 8.519 14.088  0.33
57 C -12.879 9.864 13.469  -0.90
58 O -12.536 9.963 12.058  -0.07
59 C -11.708 10.961 11.644  -0.90
60 N -11.005 8.043 13.749  -0.13
61 H -10.845 7.156 14.205  0.41
62 H -10.916 7.936 12.749  0.17
63 H -10.347 8.759 14.025  0.37
64 H -11.908 9.385 16.041  0.43
65 H -12.148 7.633 16.058  0.46
66 H -13.561 8.716 16.018  0.32
67 H -13.013 7.648 13.750  0.20
68 H -12.417 10.697 13.998  0.61
69 H -13.962 9.982 13.439  0.32
70 H -10.628 10.921 11.789  0.30
71 H -12.122 11.906 11.995  0.37
72 H -11.869 10.892 10.569  0.27
73 N -12.364 4.833 12.928  0.96
74 O -11.357 4.315 12.515  -0.81
75 O -12.877 4.510 13.924  -0.66
76 O -12.777 5.699 12.200  -0.40
77 N -16.828 7.989 13.793  1.12
78 O -16.833 6.936 13.168  -0.67
79 O -16.155 8.118 14.762  -0.74
80 O -17.474 8.944 13.379  -0.63
81 As -19.336 11.894 10.331  1.91
82 F -20.890 11.657 9.424  -0.50
83 F -18.460 12.075 8.773  -0.49
84 F -17.812 12.089 11.139  -0.44
85 F -20.245 11.732 11.867  -0.50
86 F -19.108 10.098 10.313  -0.72
87 F -19.578 13.723 10.380  -0.52
88 C -17.168 5.198 8.148  -0.01
89 O -16.647 3.878 8.306  -0.28
90 O -17.596 5.460 9.473  -1.03
91 C -16.130 6.158 7.452  0.66
92 F -14.884 5.859 7.845  -0.24
93 F -16.074 6.092 6.075  -0.35
94 F -16.398 7.461 7.667  -0.39
95 C -16.415 3.182 7.094  -0.24
96 C -15.801 1.874 7.552  -0.72
97 H -14.778 2.137 7.823  -0.12
98 H -16.276 1.358 8.386  0.32
99 H -15.759 1.232 6.672  0.39
100 H -15.723 3.743 6.466  0.24
101 H -17.348 2.913 6.599  0.34
102 H -17.991 5.123 7.436  0.20

As for the total energy: -140412.1890 eV. Its LUMO energy is -1.4 eV. Its largest force on an atom is 5.95 eV/Å. For the orbital gap, the calculation gives 5.82 eV. The spin multiplicity is 1.